Here is C3H8N2 in the gas phase at a distorted geometry from the Open Molecules 2025 dataset. Energies are from the ωB97M-V functional and the def2-TZVPD basis.

Each line ends with the Mulliken charge.
Atoms and positions in Å:
H 3.34009 -0.48956 -0.23220  0.2395
N 2.64566 -0.18051 0.43687  -0.7005
C 1.46276 -0.41226 0.00764  0.0682
N 0.38372 -0.19796 0.79573  -0.2704
C -0.96863 -0.39458 0.32207  -0.4580
C -1.45784 0.73508 -0.58940  -0.9508
H 1.31858 -0.81358 -1.00428  0.2886
H 0.66529 0.36321 1.58689  0.2765
H -1.60780 -0.42111 1.20193  0.3008
H -0.98703 -1.36028 -0.18827  0.2968
H -1.55564 1.63512 0.03634  0.2765
H -2.45830 0.55700 -0.96772  0.3281
H -0.78086 0.97943 -1.40559  0.3045

HOMO energy = -8.716 eV
ΔE to the lowest compared entry with this formula, charge and spin = 29.06 kcal per mole
Calculated total energy = -228.60235 hartree